{"formula": "C23H23AuGeN2", "method": "the ωB97M-V functional and the def2-TZVPD basis", "charge": 1, "spin_multiplicity": 2, "s2": 0.759, "total_energy_ev": -87404.8196, "lumo_ev": [-3.02, -6.48], "symbols": ["Au", "C", "C", "C", "C", "C", "C", "Ge", "C", "C", "C", "C", "C", "C", "C", "C", "C", "C", "C", "C", "H", "H", "H", "H", "H", "H", "H", "H", "H", "H", "H", "H", "H", "H", "H", "C", "C", "C", "C", "N", "N", "C", "H", "H", "H", "H", "H", "H", "H", "H"], "xyz": [[-0.1614, -0.3832, -1.7222], [4.4809, -1.7320, 1.6478], [3.5116, -2.6748, 1.9327], [2.1505, -2.3762, 1.7923], [1.7468, -1.1773, 1.2188], [2.7404, -0.2021, 0.9364], [4.1002, -0.4772, 1.1362], [-0.0860, -0.9780, 0.6006], [-0.6284, 0.6505, 1.5844], [-1.9546, 1.1116, 1.4982], [-2.3373, 2.3365, 2.0382], [-1.4346, 3.0566, 2.8185], [-0.1293, 2.5846, 2.9999], [0.2668, 1.3673, 2.4066], [-1.1685, -2.4300, 1.2540], [-1.9551, -3.2726, 0.3830], [-2.8413, -4.2088, 0.9147], [-2.9115, -4.3629, 2.3105], [-2.1181, -3.6124, 3.1744], [-1.2648, -2.6290, 2.6216], [5.5329, -1.9517, 1.7957], [3.7666, -3.6489, 2.3206], [1.4227, -3.1074, 2.2031], [2.4884, 0.7745, 0.4882], [4.8719, 0.2466, 0.8769], [-2.7175, 0.4826, 1.0529], [-3.3458, 2.6869, 1.8435], [-1.7225, 3.9543, 3.3315], [0.5521, 3.1880, 3.5807], [1.2817, 0.9910, 2.6139], [-1.8843, -3.1018, -0.6864], [-3.4239, -4.8445, 0.2543], [-3.6385, -5.0497, 2.7437], [-2.2126, -3.7127, 4.2744], [-0.6728, -2.0163, 3.2891], [0.6601, 1.9065, -6.5442], [0.2693, 1.9881, -5.0793], [-0.1261, 3.0742, -4.2370], [-0.3509, 2.5264, -2.9503], [-0.1435, 1.1641, -3.0296], [0.2297, 0.8807, -4.3118], [-0.7672, 3.1828, -1.6459], [0.7807, 2.9233, -6.9747], [-0.0849, 1.3377, -7.0999], [1.6265, 1.3850, -6.6278], [-0.1068, 4.1214, -4.4853], [0.3827, -0.1071, -4.6005], [-0.7631, 4.2712, -1.7666], [-0.1034, 2.9174, -0.8285], [-1.8076, 2.9470, -1.3476]]}